No. 1
Computed, not measured: one molecule with the formula C9H11BN2, with ωB97M-V with the def2-TZVPD basis set.

Properties
Lowest unoccupied orbital energy in eV: 0.6
E in Eh: -483.9134
HOMO in eV: -9.4
Total charge: 0
HOMO-LUMO gap in eV: 9.94
Relative energy (zero: lowest compared OMol25 entry of this formula, charge and spin) in kJ/mol: 104.9
SMILES string: CN(C)B(C#N)c1ccccc1

Structure (XYZ):
```
23
Properties=species:S:1:pos:R:3:mulliken_charge:R:1
C -1.8257 0.4550 -0.7666 -0.905
N -1.5147 0.3525 0.6332 -0.131
C -2.6559 0.3737 1.5102 -1.081
B -0.2846 0.4052 1.1944 0.413
C -0.0088 0.8138 2.7224 0.262
N 0.2434 0.9915 3.8232 -0.552
C 1.0468 0.3302 0.3192 0.364
C 1.5918 -0.9683 0.2185 -0.470
C 2.7791 -1.1093 -0.4769 -0.503
C 3.5844 -0.1068 -0.8067 -0.526
C 3.0069 1.1290 -0.7611 -0.202
C 1.7428 1.3621 -0.2989 -0.395
H -2.3618 -0.3960 -1.0592 0.370
H -2.4974 1.3290 -0.9043 0.281
H -0.9078 0.4581 -1.3982 0.301
H -2.3960 0.2284 2.5113 0.364
H -3.1150 1.2919 1.4420 0.424
H -3.4095 -0.4357 1.2436 0.300
H 1.0836 -1.9365 0.4214 0.257
H 3.2506 -2.0462 -0.5082 0.332
H 4.5438 -0.3590 -1.1692 0.422
H 3.6339 2.0007 -0.9642 0.298
H 1.5192 2.3965 -0.1986 0.378
```

No. 2
Computed, not measured: C14H17N3O3 as an isolated structure, with ωB97M-V with the def2-TZVPD basis set.

Properties
Lowest unoccupied orbital energy in eV: -0.4
E in Eh: -933.3415
HOMO in eV: -8.2
Total charge: 0
HOMO-LUMO gap in eV: 7.81
Relative energy (zero: lowest compared OMol25 entry of this formula, charge and spin) in kJ/mol: 1089.1

Structure (XYZ):
```
37
Properties=species:S:1:pos:R:3:mulliken_charge:R:1
C 4.4394 -0.0772 0.3022 -0.234
C 2.9346 -0.3033 -0.0265 0.511
C 5.4660 0.0970 -0.8349 -1.137
C 0.8060 0.8199 -0.2811 0.105
C 0.2776 2.1617 -0.7353 0.425
C -0.1061 -0.0157 0.7571 -0.212
C -1.4864 -0.2630 -0.0325 0.011
C -1.4916 -1.6484 -0.5367 -0.813
C -2.8669 0.0763 0.0722 0.934
C -3.6822 -0.9847 -0.5171 -0.044
C -3.6917 0.9067 1.1107 -0.649
C -5.0582 -0.9507 -0.5805 -0.196
C -5.1146 0.9394 0.9684 -0.197
C -5.8161 0.1413 -0.0059 -0.597
H 4.4054 -2.2105 0.6610 0.314
H 4.5534 -1.0706 2.1036 0.320
H 4.5025 0.5805 1.0497 0.536
H 5.7776 -0.8315 -1.3089 0.320
H 5.0520 0.8672 -1.6166 0.287
H 6.5079 0.3250 -0.2944 0.295
H 2.5948 1.7306 0.6495 0.302
H 0.9037 -0.0431 -1.0512 0.192
H -0.2318 0.7501 1.6054 0.260
H 0.4519 -1.0846 0.8881 0.244
H -0.5059 -2.4596 -0.1936 0.185
H -2.8319 -2.3793 -2.1337 0.405
H -3.2772 1.4660 2.1983 0.158
H -5.5861 -1.6006 -1.5485 0.166
H -5.6409 1.5255 1.7004 0.371
H -6.9954 0.1248 0.4896 0.188
H -1.3324 1.5273 -1.2697 0.502
N 5.0373 -1.3295 1.0267 -0.762
N 2.2299 0.9123 0.1612 -0.188
N -2.7347 -1.9502 -0.8795 -0.290
O 2.4541 -1.2886 -0.4288 -0.608
O 0.9569 3.1026 -0.4937 -0.645
O -0.9009 2.4369 -0.9748 -0.456
```

No. 3
Computed, not measured: a 3-piece molecular cluster, C23H44IN2O10PS overall, with ωB97M-V with the def2-TZVPD basis set.

Properties
<S²>: 2.01
Lowest unoccupied orbital energy (alpha / beta) in eV: 0.0 / 0.0
E in Eh: -2801.8186
HOMO (alpha / beta) in eV: -8.6 / -9.3
2S+1: 3
Total charge: 0
HOMO-LUMO gap (alpha / beta) in eV: 8.58 / 9.32

Structure (XYZ):
```
82
Properties=species:S:1:pos:R:3:mulliken_charge:R:1
O 0.3378 -5.6850 -0.5940 -0.441
C 0.0289 -4.7193 -0.0276 -0.221
I 1.5577 -3.6778 1.0702 0.098
C -1.4433 -4.2579 -0.1447 -0.471
C -1.8847 -3.1574 0.8625 0.256
O -2.0253 -1.8002 0.3799 0.028
S -2.9722 -1.0468 1.4947 1.179
O -4.0057 -0.2186 0.9748 -0.604
O -2.3171 -0.5770 2.6626 -0.615
O -3.8003 -2.3881 2.0354 -0.326
C -3.3254 -3.5480 1.3100 -1.007
C -4.4169 -3.8009 0.2286 -0.510
P -5.7491 -4.9794 0.8136 0.911
O -5.9191 -6.0350 -0.1879 -0.695
O -5.3724 -5.6724 2.2289 -0.505
O -7.1234 -4.1005 0.9357 -0.509
H -2.0784 -5.1449 0.0560 0.307
H -1.7032 -3.9002 -1.1626 0.388
H -1.1889 -3.0833 1.7201 0.661
H -3.1670 -4.3256 2.0812 0.703
H -4.0439 -4.2461 -0.7105 0.405
H -4.8566 -2.8208 -0.0447 0.432
H -5.0085 -5.0435 2.8768 0.389
H -7.3750 -3.8490 0.0297 0.349
C 2.9237 2.0353 0.8846 -1.467
C 2.4720 1.5653 2.2972 2.249
C 2.3650 2.7536 3.2732 -1.505
C 3.6868 3.2263 3.8668 -0.572
C 4.4643 2.0475 4.4402 -1.213
C 4.6782 0.9386 3.4045 1.670
N 3.3955 0.4935 2.7776 0.445
O 2.7509 -0.2343 3.6540 -0.592
C 5.6727 1.4544 2.3420 -1.893
C 5.4209 -0.2316 4.0632 -1.807
C 1.0370 1.0637 2.0749 -2.014
H 3.9156 1.6878 0.6051 0.241
H 2.2741 1.6358 0.1028 0.194
H 2.9150 3.1231 0.7931 0.327
H 1.7125 2.4748 4.1081 0.427
H 1.8713 3.5937 2.7792 0.433
H 4.2756 3.7569 3.1132 0.288
H 3.4890 3.9510 4.6607 0.426
H 5.4285 2.3981 4.8176 0.389
H 3.9265 1.6540 5.3093 0.347
H 5.8229 0.7125 1.5540 0.395
H 6.6461 1.6499 2.7945 0.431
H 5.3673 2.3896 1.8766 0.400
H 4.8950 -0.6255 4.9332 0.364
H 6.4046 0.0886 4.4097 0.415
H 5.5702 -1.0487 3.3533 0.428
H 1.0208 0.1695 1.4473 0.361
H 0.4479 1.8341 1.5748 0.389
H 0.5246 0.8314 3.0097 0.501
C -1.3854 3.1486 -4.9043 -1.602
C -0.2516 2.2245 -4.3767 1.819
C -0.2748 0.8534 -5.0818 -1.436
C -1.3093 -0.1320 -4.5496 -0.774
C -1.2107 -0.2386 -3.0320 -0.941
C -1.3324 1.1276 -2.3487 2.206
N -0.3551 2.1203 -2.8909 0.408
O 0.8282 1.8156 -2.4197 -0.566
C -2.7859 1.6223 -2.5117 -2.298
C -1.1748 0.9506 -0.8359 -1.643
C 1.0366 2.9233 -4.8413 -1.926
H -2.1557 3.3597 -4.1666 0.363
H -1.0032 4.1345 -5.1759 0.467
H -1.8757 2.7321 -5.7864 0.288
H 0.7089 0.3817 -4.9813 0.391
H -0.4285 0.9921 -6.1545 0.435
H -2.3151 0.1661 -4.8584 0.324
H -1.1357 -1.1151 -4.9948 0.414
H -1.9903 -0.9119 -2.6636 0.238
H -0.2573 -0.7098 -2.7681 0.440
H -2.9112 2.6173 -2.0783 0.410
H -3.4763 0.9534 -1.9949 0.365
H -3.1217 1.6558 -3.5467 0.520
H -0.2318 0.4770 -0.5645 0.359
H -1.9683 0.3149 -0.4438 -0.453
H -1.2357 1.9120 -0.3200 0.660
H 1.1762 3.8800 -4.3338 0.476
H 0.9877 3.1178 -5.9145 0.435
H 1.9263 2.3159 -4.6708 0.365
```